#one
The following is a DFT calculation (ωB97M-V/def2-TZVPD) of a structure of composition C5H11N.

## Properties
Multiplicity: 1
Molar mass in Da: 85.1
Net charge: 0

Each line ends with the natural charge from an NBO analysis.
Cartesian coordinates (Å):
1 C -0.186 -1.747 -0.335  -0.620
2 C -0.649 -0.261 -0.500  -0.209
3 C 0.479 0.838 -0.495  -0.446
4 C 1.287 0.671 0.779  -0.187
5 C 0.885 1.337 1.865  -0.377
6 N -1.982 -0.403 -1.379  -0.790
7 H -0.708 -2.371 -1.057  0.230
8 H -0.339 -2.150 0.661  0.224
9 H 0.894 -1.829 -0.497  0.195
10 H -1.082 -0.069 0.490  0.209
11 H 1.145 0.757 -1.361  0.209
12 H -0.080 1.770 -0.594  0.218
13 H 2.179 0.062 0.832  0.212
14 H 1.451 1.407 2.787  0.201
15 H -0.074 1.839 1.874  0.187
16 H -2.338 0.553 -1.284  0.334
17 H -0.881 -0.405 -1.786  0.410

#two
The following is a DFT calculation (ωB97M-V/def2-TZVPD) of a cluster of 2 separate species, C5H11N in total.

## Properties
Multiplicity: 1
SMILES string: CCN1C=C1.C
Molar mass in Da: 85.1
Net charge: 0

Each line ends with the natural charge from an NBO analysis.
Cartesian coordinates (Å):
1 C -1.903 1.089 -0.230  -0.620
2 C -1.510 -0.381 -0.133  -0.239
3 N -0.951 -0.604 1.213  -0.446
4 C 0.275 -1.470 1.287  -0.090
5 C 0.450 -0.207 1.375  -0.049
6 H -2.601 1.256 -1.055  0.212
7 H -2.381 1.389 0.710  0.218
8 H -1.020 1.727 -0.380  0.197
9 H -2.393 -1.031 -0.198  0.192
10 H -0.827 -0.661 -0.957  0.168
11 H 0.509 -2.514 1.419  0.233
12 H 0.994 0.704 1.576  0.231
13 C 2.277 0.145 -0.934  -0.860
14 H 1.887 -0.755 -0.469  0.223
15 H 2.918 0.650 -0.202  0.208
16 H 1.436 0.799 -1.197  0.209
17 H 2.839 -0.135 -1.826  0.214

Stability, lowest: #one

#one
The following is a DFT calculation (ωB97M-V/def2-TZVPD) of a cluster of 2 separate species, C5H11N in total.

## Properties
Multiplicity: 1
SMILES string: C=CC.C=CN
Molar mass in Da: 85.1
Net charge: 0

Each line ends with the natural charge from an NBO analysis.
Cartesian coordinates (Å):
1 C 0.730 2.090 -0.452  -0.399
2 C -0.388 1.717 0.153  -0.170
3 C -0.415 1.307 1.612  -0.646
4 H 0.806 2.202 -1.527  0.195
5 H 1.663 2.289 0.069  0.186
6 H -1.315 1.789 -0.410  0.191
7 H -0.944 1.988 2.277  0.218
8 H 0.635 1.153 1.850  0.216
9 H -0.901 0.327 1.635  0.208
10 C 1.047 -1.586 -1.156  -0.510
11 C 0.178 -2.209 -0.368  0.010
12 N -1.207 -2.081 -0.399  -0.821
13 H 0.678 -1.162 -2.088  0.186
14 H 2.114 -1.581 -1.006  0.209
15 H 0.533 -2.859 0.426  0.185
16 H -1.567 -1.425 -1.077  0.369
17 H -1.646 -1.959 0.462  0.373

#two
The following is a DFT calculation (ωB97M-V/def2-TZVPD) of the molecule C5H11N.

## Properties
Multiplicity: 1
SMILES string: CN1CC1(C)C
Molar mass in Da: 85.2
Net charge: 0

Each line ends with the natural charge from an NBO analysis.
Cartesian coordinates (Å):
1 C 1.968 0.559 0.400  -0.421
2 N 0.546 0.928 0.261  -0.416
3 C -0.378 0.399 1.290  -0.257
4 C -0.506 0.000 -0.125  0.062
5 C -1.649 0.570 -0.933  -0.602
6 C -0.150 -1.388 -0.520  -0.623
7 H 2.444 0.249 -0.619  0.200
8 H 2.511 1.422 0.843  0.211
9 H 2.138 -0.305 1.086  0.170
10 H -0.006 -0.329 2.017  0.190
11 H -1.072 1.169 1.681  0.199
12 H -2.466 -0.175 -1.097  0.212
13 H -2.047 1.518 -0.520  0.219
14 H -1.280 0.785 -1.956  0.211
15 H 0.780 -1.760 0.022  0.212
16 H 0.103 -1.466 -1.565  0.213
17 H -0.937 -2.175 -0.265  0.220

Stability, lowest: #one

#one
The following is a DFT calculation (ωB97M-V/def2-TZVPD) of the molecule C5H11N.

## Properties
Multiplicity: 1
SMILES string: C/C=C/NCC
Molar mass in Da: 85.1
Net charge: 0

Each line ends with the natural charge from an NBO analysis.
Cartesian coordinates (Å):
1 C 1.814 2.060 1.959  -0.608
2 C 1.479 1.015 0.906  -0.251
3 C 0.285 0.681 0.437  0.010
4 N -0.162 -0.209 -0.620  -0.657
5 C -1.126 -1.374 -0.558  -0.210
6 C -1.791 -1.642 -1.929  -0.646
7 H 1.080 2.831 2.071  0.207
8 H 2.672 2.391 1.659  0.203
9 H 1.903 1.534 2.941  0.205
10 H 2.294 0.359 0.806  0.187
11 H -0.554 1.139 0.992  0.170
12 H 0.562 -0.517 -1.426  0.369
13 H -0.774 -2.358 -0.233  0.182
14 H -1.934 -0.976 0.197  0.188
15 H -0.948 -1.964 -2.628  0.197
16 H -2.736 -2.358 -2.172  0.238
17 H -2.065 -0.611 -2.401  0.218

#two
The following is a DFT calculation (ωB97M-V/def2-TZVPD) of the molecule C5H11N.

## Properties
Multiplicity: 1
SMILES string: C=C(C)CCN
Molar mass in Da: 85.1
Net charge: 0

Each line ends with the natural charge from an NBO analysis.
Cartesian coordinates (Å):
1 C 0.327 -0.140 -2.205  -0.409
2 C 0.388 -0.470 -0.919  0.016
3 C 0.389 -1.922 -0.518  -0.674
4 C 0.499 0.660 0.079  -0.433
5 C -0.733 0.658 1.021  -0.216
6 N -0.416 1.645 2.057  -0.845
7 H 0.127 -0.760 -3.078  0.190
8 H 0.214 0.873 -2.543  0.187
9 H -0.665 -2.305 -0.650  0.226
10 H 0.770 -2.324 0.427  0.226
11 H 1.073 -2.518 -1.127  0.230
12 H 0.626 1.721 -0.184  0.218
13 H 1.435 0.410 0.622  0.214
14 H -1.724 0.707 0.529  0.180
15 H -0.670 -0.273 1.633  0.187
16 H -0.718 2.617 1.948  0.353
17 H -0.921 1.420 2.908  0.351

#three
The following is a DFT calculation (ωB97M-V/def2-TZVPD) of a structure of composition C5H11N.

## Properties
Multiplicity: 1
Molar mass in Da: 85.1
Net charge: 0

Each line ends with the natural charge from an NBO analysis.
Cartesian coordinates (Å):
1 C -0.659 -0.461 0.398  -0.136
2 C -0.495 -1.057 -0.945  -0.359
3 C 1.915 0.044 0.616  -0.665
4 C 0.598 0.516 0.086  0.039
5 N -1.928 0.107 0.514  -0.842
6 C 0.381 1.745 -0.370  -0.408
7 H -0.314 -1.145 1.187  0.173
8 H -2.518 -0.797 -0.276  0.297
9 H -2.076 0.427 1.468  0.378
10 H -0.769 -0.429 -1.782  0.219
11 H 0.350 -1.707 -1.133  0.223
12 H -1.994 -1.466 -0.968  0.004
13 H 2.555 -0.424 -0.138  0.219
14 H 2.513 0.833 1.062  0.228
15 H 1.858 -0.707 1.416  0.215
16 H 1.190 2.456 -0.465  0.197
17 H -0.607 2.064 -0.668  0.218

Stability, lowest: #three